(1)
{"formula": "C16H51BF4N3O8", "method": "ωB97M-V/def2-TZVPD", "species": ["B", "F", "F", "F", "F", "C", "C", "O", "H", "H", "H", "H", "H", "H", "C", "C", "O", "H", "H", "H", "H", "H", "H", "O", "H", "H", "O", "H", "H", "O", "H", "H", "C", "C", "C", "O", "C", "N", "H", "H", "H", "H", "H", "H", "H", "H", "H", "H", "H", "C", "C", "C", "O", "C", "N", "H", "H", "H", "H", "H", "H", "H", "H", "H", "H", "H", "C", "C", "C", "O", "C", "N", "H", "H", "H", "H", "H", "H", "H", "H", "H", "H", "H"], "positions_angstrom": [[-0.201257, 0.445112, 0.073224], [0.407103, 0.532572, -1.179326], [-0.626037, 1.716822, 0.374284], [-1.222747, -0.422978, -0.001616], [0.832593, 0.054662, 0.872214], [-5.542227, 0.608722, -0.500726], [-4.063367, 0.188052, -0.193016], [-3.725747, 0.558432, 1.134524], [-6.248727, 0.106882, 0.160424], [-5.844907, 0.411322, -1.529086], [-5.615937, 1.679662, -0.311666], [-3.394887, 0.666662, -0.908676], [-3.912717, -0.882618, -0.331156], [-2.768227, 0.489652, 1.140724], [-2.490877, -3.667658, 1.275444], [-1.752177, -2.716998, 2.252794], [-1.411497, -3.453668, 3.389354], [-1.980887, -4.630748, 1.254034], [-2.754507, -3.254698, 0.301764], [-3.448017, -3.849578, 1.764214], [-2.373577, -1.844208, 2.453264], [-0.863397, -2.236368, 1.843944], [-0.978497, -2.874828, 4.021054], [-1.501007, 2.528042, -1.944916], [-1.026017, 2.082632, -1.243316], [-1.601127, 1.863442, -2.626466], [0.563953, 0.800372, 3.551664], [1.077053, 1.474132, 3.997774], [0.930483, 0.765312, 2.668114], [-1.041947, -1.899448, -2.336956], [-0.246767, -1.580708, -2.763956], [-1.025617, -1.497398, -1.468436], [-4.551547, 4.689852, -0.369066], [-3.246947, 5.082942, 0.330994], [-2.683397, 4.123282, 1.289754], [-3.557087, 3.981682, 2.397304], [-2.851287, 3.678152, 3.518814], [-2.431767, 5.344572, -0.870066], [-4.496397, 3.695752, -0.812716], [-4.897687, 5.417572, -1.103026], [-5.374597, 4.608782, 0.340944], [-3.296397, 6.059102, 0.813454], [-1.651997, 4.417282, 1.484364], [-2.518497, 3.171072, 0.785564], [-2.150567, 4.447692, 3.842694], [-2.368267, 2.701952, 3.561664], [-3.570967, 3.701282, 4.337114], [-2.322397, 4.416512, -1.253276], [-2.961507, 5.881452, -1.541806], [3.933623, -0.013158, -1.236506], [3.615123, 0.684332, -2.578326], [4.680593, 0.233052, -3.642916], [6.022193, 0.411422, -3.191826], [6.511603, 1.703032, -3.447756], [2.303633, 0.186492, -2.933136], [4.083533, -1.081818, -1.390066], [3.223683, 0.185582, -0.433646], [4.852913, 0.421382, -0.843856], [3.529483, 1.769912, -2.530636], [4.582163, 0.549512, -4.681316], [4.615973, -0.849578, -3.751696], [6.413663, 2.062682, -4.472036], [7.555983, 1.847662, -3.171286], [5.963853, 2.403272, -2.817086], [2.285893, -0.817638, -3.040336], [1.704053, 0.345042, -2.135976], [0.934033, -4.770898, 0.077124], [1.680893, -3.492918, 0.402874], [3.191113, -3.791478, 0.817544], [3.173403, -4.571768, 2.013544], [4.522233, -4.643128, 2.619184], [1.486563, -2.563358, -0.706076], [1.107573, -5.500778, 0.867864], [1.372993, -5.196288, -0.825346], [-0.106757, -4.587498, -0.189736], [1.240003, -2.975848, 1.255134], [3.717033, -2.860248, 1.028054], [3.733803, -4.344458, 0.050864], [4.523843, -5.324648, 3.469854], [4.884733, -3.666078, 2.938674], [5.238433, -5.123238, 1.952364], [1.683443, -1.617108, -0.412886], [0.521523, -2.590978, -1.002806]], "forces_ev_per_a": [[1.70, 1.08, -0.80], [-0.45, 0.02, -1.23], [-0.56, 0.77, 1.08], [-1.62, -1.45, 0.48], [0.78, -0.71, 1.90], [1.12, -0.10, 0.58], [-1.28, 0.16, -0.58], [-0.19, 0.02, -0.29], [0.08, -0.08, 0.08], [0.24, -0.08, -0.05], [-0.10, 0.03, -0.04], [-0.01, 0.25, -0.05], [-0.20, -0.25, 0.00], [0.24, 0.08, 0.35], [-0.18, 0.45, 1.38], [-0.04, 0.57, -1.60], [-0.14, -0.53, 0.77], [0.12, 0.14, -0.42], [0.57, 0.04, -0.04], [-0.18, -0.22, 0.00], [-0.51, -0.08, 0.38], [0.31, -0.38, -0.47], [0.05, 0.07, -0.02], [-0.58, 0.42, -0.59], [0.20, 0.15, 0.24], [0.04, -0.12, -0.21], [-0.11, -0.02, 0.50], [0.04, 0.15, 0.14], [-0.02, -0.19, -0.59], [-0.26, -0.54, -0.40], [0.20, 0.19, -0.15], [-0.22, 0.42, 0.28], [-1.65, -0.47, 2.02], [-1.48, 2.16, -2.81], [0.48, -1.17, -1.01], [0.45, 0.61, -1.57], [-0.28, -0.16, 2.66], [2.05, -0.56, 0.84], [0.40, 0.07, -0.23], [0.33, 0.04, -0.05], [-0.30, -0.08, 0.25], [-0.60, 0.04, 0.36], [0.01, 0.43, 0.88], [-0.38, -0.47, 0.04], [0.54, 0.22, -0.47], [0.16, -0.16, -0.47], [-0.22, -0.33, 0.16], [0.54, -0.11, -0.78], [-0.05, -0.03, 0.16], [1.55, 1.44, 0.16], [0.10, -1.75, -0.12], [-0.01, -0.74, 0.87], [0.49, 0.22, -0.64], [-0.34, 0.83, 0.72], [-0.60, 0.36, -1.36], [-0.16, 0.02, 0.02], [-0.50, -0.10, -0.40], [0.46, -0.30, 0.13], [0.27, 0.04, 0.27], [-0.36, 0.86, 0.10], [-0.33, -0.25, 0.33], [-0.20, -0.37, -0.36], [0.09, -0.69, 0.08], [-0.15, 0.38, 0.02], [0.46, -0.30, -0.06], [-0.01, 0.22, -0.39], [0.78, -0.21, -0.19], [0.36, 0.26, 0.51], [-1.32, 0.20, -0.09], [1.74, -0.05, 0.88], [-1.36, -0.49, -0.66], [1.19, -0.18, -0.50], [-0.57, 0.01, 0.07], [0.19, -0.03, -0.18], [-0.08, -0.05, 0.52], [0.01, -0.55, 0.70], [0.01, 0.30, -0.19], [-0.02, 0.02, -0.37], [-0.64, 0.21, 0.16], [-0.11, 0.13, -0.14], [0.04, 0.32, -0.53], [-0.01, 0.10, 0.03], [0.00, -0.16, -0.02]], "mulliken_charge": [-0.26, -0.37, -0.03, 0.14, -0.29, -1.35, 0.62, -0.63, 0.37, 0.35, 0.21, -0.02, 0.09, 0.22, -1.42, 0.74, -0.62, 0.39, 0.31, 0.37, 0.37, -0.44, 0.33, -0.70, 0.41, 0.29, -0.63, 0.28, 0.31, -0.73, 0.39, -0.02, -1.34, 0.57, 0.12, -0.34, -0.80, -0.84, 0.20, 0.47, 0.33, 0.23, 0.39, -0.44, 0.35, 0.25, 0.33, 0.25, 0.29, -1.06, 0.34, -0.91, -0.35, -0.73, -0.70, 0.27, 0.24, 0.47, 0.30, 0.48, 0.29, 0.30, 0.28, 0.29, 0.36, 0.40, -1.69, 1.18, -0.83, -0.33, -0.80, -0.31, 0.39, 0.39, 0.34, -0.05, 0.33, 0.43, 0.27, 0.31, 0.31, -0.28, 0.38], "gap_ev": 8.857, "e_homo_ev": -6.25, "de_lowest_ev": 0.698, "max_force_ev_per_a": 3.8, "total_energy_ha": -1830.92508, "e_lumo_ev": 2.609, "total_charge": -1}

---

(2)
{"formula": "C16H52N4O10", "method": "ωB97M-V/def2-TZVPD", "species": ["C", "O", "H", "H", "H", "H", "C", "O", "H", "H", "H", "H", "C", "O", "H", "H", "H", "H", "C", "O", "H", "H", "H", "H", "C", "O", "H", "H", "H", "H", "C", "O", "N", "N", "H", "H", "H", "H", "C", "O", "N", "N", "H", "H", "H", "H", "C", "C", "C", "O", "H", "H", "H", "H", "H", "H", "H", "H", "C", "C", "C", "O", "H", "H", "H", "H", "H", "H", "H", "H", "C", "C", "C", "O", "H", "H", "H", "H", "H", "H", "H", "H"], "positions_angstrom": [[1.770290, 20.297480, -13.879500], [1.482760, 21.608450, -14.413410], [1.631620, 19.566750, -14.676300], [2.814620, 20.213100, -13.578880], [1.178840, 20.023980, -13.005720], [1.297620, 22.184920, -13.668420], [-0.047140, 15.947060, -17.947720], [0.258880, 16.905480, -18.914610], [-0.112640, 16.327290, -16.928300], [-0.821280, 15.244730, -18.256820], [0.849510, 15.330750, -17.882320], [1.011750, 17.419080, -18.612960], [7.012630, 21.605700, -19.780650], [8.365590, 21.997140, -20.038900], [6.871770, 20.817080, -19.041510], [6.430990, 22.409950, -19.330130], [6.442740, 21.598850, -20.709780], [8.500050, 22.636160, -20.742590], [1.953250, 19.665670, -21.808620], [0.908290, 19.905760, -22.685240], [2.155360, 20.513310, -21.153830], [1.770320, 18.775440, -21.206850], [2.773450, 19.494650, -22.505850], [1.283820, 20.504320, -23.335090], [8.915280, 17.921180, -17.937660], [7.981440, 17.115080, -17.277600], [9.780540, 18.057280, -17.288900], [9.135990, 17.452630, -18.896740], [8.611710, 18.955390, -18.100030], [8.271440, 16.209640, -17.410560], [-2.504350, 19.933480, -18.635200], [-2.808030, 21.077400, -18.300020], [-3.331620, 19.006550, -19.084600], [-1.279050, 19.438490, -18.541610], [-2.771020, 18.185200, -19.261260], [-4.183930, 19.310430, -19.533300], [-1.159980, 18.463650, -18.777400], [-0.501580, 19.985070, -18.199720], [0.930660, 22.236870, -18.327260], [1.794290, 21.392790, -18.259930], [0.298970, 22.608380, -19.395550], [0.544360, 22.880310, -17.231190], [-0.238660, 23.462960, -19.422980], [0.506700, 22.253220, -20.317940], [1.240140, 22.665270, -16.531370], [-0.444850, 23.013030, -17.076500], [4.372650, 19.371330, -17.277650], [3.660850, 18.475480, -18.374700], [4.051180, 16.960030, -18.302350], [2.261550, 18.678190, -18.340980], [4.969210, 20.179200, -17.701390], [4.932600, 18.865250, -16.491250], [3.625600, 19.886380, -16.673710], [4.050090, 18.780930, -19.345940], [3.353090, 16.366820, -17.711690], [5.091420, 16.882910, -17.986030], [4.010700, 16.395860, -19.234110], [2.163640, 19.630970, -18.276000], [6.223280, 15.222380, -23.377730], [4.969160, 14.794330, -22.589100], [3.959740, 14.071360, -23.395610], [5.447520, 13.897790, -21.625990], [6.683520, 14.421450, -23.956330], [6.966820, 15.577210, -22.664050], [5.972330, 15.959700, -24.140280], [4.555520, 15.633690, -22.030100], [4.433980, 13.331740, -24.040720], [3.504090, 14.734920, -24.130580], [3.153240, 13.583070, -22.848600], [5.888100, 13.104330, -21.938910], [7.999480, 20.425620, -13.504680], [6.961240, 20.412460, -12.426440], [5.539570, 20.448480, -12.955670], [7.112190, 19.336200, -11.607660], [8.998590, 20.631860, -13.120830], [7.782120, 21.272520, -14.155530], [8.010690, 19.517000, -14.106670], [7.064170, 21.230660, -11.713670], [5.470810, 19.695390, -13.740670], [5.262700, 21.473190, -13.203460], [4.847420, 20.215130, -12.146620], [6.870770, 18.538250, -12.083670]], "forces_ev_per_a": [[0.51, 0.12, -0.27], [-0.15, -0.64, 0.28], [-0.24, 0.11, 0.01], [0.12, 0.20, -0.01], [-0.33, 0.17, -0.16], [0.07, 0.10, 0.04], [1.76, -1.38, 0.51], [-1.81, 0.85, -0.78], [-0.80, 0.30, 0.00], [-0.35, 0.59, 0.05], [0.07, -0.55, 0.16], [0.80, 0.55, 0.06], [-0.54, 2.38, -0.68], [0.10, -1.05, 1.07], [0.71, -0.54, -0.78], [0.34, 0.65, 0.66], [0.08, -1.41, -0.24], [-0.71, -0.06, -0.02], [1.19, -0.46, -0.17], [-1.76, 0.62, -0.48], [0.17, 0.06, 0.20], [-0.08, 0.05, -0.07], [0.93, -0.26, 0.90], [-0.45, 0.01, -0.27], [0.87, 0.33, -0.05], [-1.04, -0.07, 0.37], [0.55, -0.33, -0.30], [0.51, 0.37, -0.09], [-0.83, -0.22, -0.07], [-0.12, -0.05, 0.14], [2.12, -4.04, -0.87], [-0.81, 3.03, 0.77], [-1.22, 0.80, 0.00], [0.71, 1.85, 0.73], [-1.38, -0.50, -0.78], [-0.10, -0.76, -0.08], [1.12, -0.52, 0.07], [0.20, -0.16, 0.05], [0.50, -0.21, 1.21], [1.47, -1.46, -0.67], [-2.22, 0.86, -4.15], [-0.01, 0.80, 1.46], [0.23, -0.09, 0.29], [0.24, -0.31, 0.30], [-0.89, 0.07, 1.12], [0.46, 0.29, 0.51], [-0.86, -0.17, 0.07], [1.97, -0.77, 0.47], [-0.53, 0.42, -0.10], [-0.13, -0.70, 0.07], [0.16, -0.27, -0.15], [0.35, -0.48, -0.52], [-0.42, 0.11, -0.22], [-0.11, 0.40, -0.16], [0.24, 0.26, 0.81], [-0.18, -0.11, 0.40], [-0.06, 0.62, -0.57], [-0.42, 0.59, -0.04], [-0.73, 0.53, -0.38], [1.81, -0.95, -0.47], [-1.00, 0.18, -1.77], [0.04, -0.35, 2.54], [-0.22, -0.46, 0.26], [-0.07, 0.27, -0.18], [0.15, 0.43, 0.17], [-0.03, 0.03, -0.04], [0.22, -0.31, 0.24], [-0.27, 0.25, 0.02], [0.21, 0.16, 0.30], [-0.13, 0.23, -0.67], [0.36, 1.17, -0.51], [-0.66, 1.11, 0.04], [-0.01, 0.38, 0.48], [0.40, -2.29, 1.62], [-0.01, -0.34, 0.17], [0.00, -0.02, -0.36], [-0.10, -0.10, 0.07], [0.30, 0.53, -0.37], [-0.46, 0.31, -0.36], [0.04, -0.14, -0.88], [0.10, -0.38, 0.10], [0.06, -0.25, -0.03]], "mulliken_spin": [0.00, 0.00, 0.00, 0.00, 0.00, 0.00, 0.00, 0.02, 0.00, 0.00, 0.00, 0.00, 0.00, 0.00, 0.00, 0.00, 0.00, 0.00, 0.00, 0.00, 0.00, 0.00, 0.00, 0.00, 0.00, 0.00, 0.00, 0.00, 0.00, 0.00, -0.03, 0.88, 0.04, 0.06, 0.00, 0.00, 0.00, 0.00, 0.00, 0.01, 0.01, 0.00, 0.00, 0.00, 0.00, 0.00, 0.00, 0.00, 0.00, 0.00, 0.00, 0.00, 0.00, 0.00, 0.00, 0.00, 0.00, 0.00, 0.00, 0.00, 0.00, 0.00, 0.00, 0.00, 0.00, 0.00, 0.00, 0.00, 0.00, 0.00, 0.00, 0.00, 0.00, 0.00, 0.00, 0.00, 0.00, 0.00, 0.00, 0.00, 0.00, 0.00], "multiplicity": 2, "gap_ev": [8.664, 2.426], "e_homo_ev": [-11.45, -11.45], "de_lowest_ev": 0.000, "max_force_ev_per_a": 4.8, "total_energy_ha": -1611.78901, "e_lumo_ev": [-2.789, -9.028], "total_charge": 1}